## A
This record from OMol25 describes a 2-piece molecular cluster, C5H12NS2 overall. The level of theory is wB97M-V/def2-TZVPD.

Geometry (Å):
1 C 1.17917 1.98399 0.71948
2 C 2.21975 1.23389 -0.06025
3 C 0.41892 -0.46932 0.89042
4 C -0.71833 -2.21785 -0.35142
5 C -0.56755 -1.52376 0.95559
6 N -1.22726 1.01967 -1.01633
7 S 0.35540 0.91181 1.97022
8 S 1.45519 -0.39764 -0.44296
9 H 1.32952 2.90278 1.27275
10 H 0.40093 2.21978 0.07223
11 H 2.41177 1.64796 -1.03993
12 H 3.14669 0.96357 0.40410
13 H 0.26561 -2.79227 -0.52773
14 H -0.96137 -1.29623 -0.97554
15 H -1.59844 -2.97684 -0.33313
16 H -0.16444 -2.32916 1.72279
17 H -1.48131 -1.15832 1.39502
18 H -1.95816 0.52709 -1.52037
19 H -1.02882 1.85396 -1.52034
20 H -1.69873 1.29071 -0.16934

Results
Molar mass (g mol⁻¹): 150.3
Frontier orbital gap (spin up / spin down) (eV): 8.57 / 8.57
Total charge: +1
Spin multiplicity: 1

Mulliken atomic charge list, values in e, 5 entries: atom 1 (C): -0.4675, atom 2 (C): -0.5699, atom 3 (C): 0.3458, atom 4 (C): -1.2358, atom 5 (C): -0.2938


## B
This record from OMol25 describes a 2-piece molecular cluster, C5H12NS2 overall. The level of theory is wB97M-V/def2-TZVPD.

Geometry (Å):
1 C 0.33454 -0.37882 -0.44197
2 C 1.07535 0.99805 -0.43260
3 C -2.44871 -0.04400 -0.39517
4 C 0.25641 2.26950 -0.65284
5 C -0.06561 -2.63178 0.63361
6 N 0.83946 -1.47730 0.42835
7 S 1.17510 -0.02943 -2.00340
8 S 2.40457 1.07908 0.68850
9 H -2.02785 0.64177 -1.05537
10 H -2.41831 0.21729 0.67188
11 H -2.85070 -0.97008 -0.69765
12 H 1.03681 2.95662 -0.93987
13 H -0.05852 2.91218 0.29198
14 H -0.57224 2.16778 -1.27086
15 H -1.00571 -2.39534 1.06394
16 H -0.52780 -2.89663 -0.33383
17 H 0.47760 -3.56193 1.01499
18 H 1.80878 -1.80993 0.03792
19 H 0.93641 -0.94993 1.37406
20 H 2.47070 2.28521 1.16074

Results
Molar mass (g mol⁻¹): 150.3
Frontier orbital gap (spin up / spin down) (eV): 7.10 / 8.88
Total charge: +1
Spin multiplicity: 1

Mulliken atomic charge list, values in e, 5 entries: atom 1 (C): -0.5659, atom 2 (C): 0.8589, atom 3 (C): -0.7715, atom 4 (C): -1.5555, atom 5 (C): -0.8867


The most stable of them is A.


## A
This record from OMol25 describes the molecule C6H13NO3. The level of theory is wB97M-V/def2-TZVPD.

Geometry (Å):
1 C 2.57631 -0.99029 0.15768
2 C 1.86071 0.22217 -0.46103
3 O 2.68154 1.36112 -0.48111
4 C 0.62027 0.46764 0.38262
5 O 0.66676 1.12997 1.41271
6 N -0.51120 -0.35287 0.04128
7 C -1.06642 -1.13642 1.14073
8 C -1.40636 0.68453 -0.47650
9 C -2.44048 0.15075 -1.43857
10 O -1.99064 1.45866 0.50667
11 H 2.80071 -0.79866 1.20575
12 H 1.95327 -1.87748 0.07754
13 H 3.50780 -1.16033 -0.37807
14 H 1.57767 0.00480 -1.49304
15 H 2.68680 1.72893 0.41314
16 H -0.27421 -1.77171 1.53230
17 H -1.45375 -0.52180 1.96436
18 H -1.87782 -1.73819 0.74185
19 H -0.54098 1.32572 -0.97584
20 H -2.93289 0.98000 -1.94020
21 H -1.97386 -0.51077 -2.16432
22 H -3.18911 -0.40933 -0.87964
23 H -1.27412 1.75353 1.11167

Results
Molar mass (g mol⁻¹): 147.2
Frontier orbital gap (eV): 10.52
SMILES: C[C@H](O)C(=O)N(C)[C@@H](C)O
Total charge: 0
Spin multiplicity: 1

Mulliken atomic charge list, values in e, 5 entries: atom 1 (C): -1.3472, atom 2 (C): 0.2217, atom 3 (O): -0.5646, atom 4 (C): 0.2634, atom 5 (O): -0.6520


## B
This record from OMol25 describes the molecule C6H13NO3. The level of theory is wB97M-V/def2-TZVPD.

Geometry (Å):
1 C 0.02542 -2.32569 0.71891
2 C -0.05935 -1.45115 -0.51909
3 C -0.10069 0.06773 -0.24735
4 C -0.02931 0.81250 -1.58212
5 C -1.36773 0.45863 0.53996
6 C -1.44295 1.93778 0.89003
7 O 1.03206 0.41455 0.52618
8 O 2.27326 0.08115 -0.21810
9 N 3.29895 0.61394 0.44099
10 O 4.37536 0.42046 -0.03916
11 H 0.11305 -3.38563 0.46377
12 H 0.89363 -2.05802 1.32316
13 H -0.85919 -2.22706 1.34872
14 H 0.80701 -1.64074 -1.15958
15 H -0.93766 -1.72001 -1.11471
16 H -0.93646 0.65187 -2.16412
17 H 0.09406 1.88130 -1.42486
18 H 0.82133 0.46357 -2.16387
19 H -2.25238 0.14992 -0.02789
20 H -1.37532 -0.13279 1.46156
21 H -2.30724 2.16676 1.52008
22 H -0.54711 2.25558 1.42754
23 H -1.51873 2.56535 -0.00006

Results
Molar mass (g mol⁻¹): 147.2
Frontier orbital gap (eV): 10.83
SMILES: CCC(C)(CC)OON=O
Total charge: 0
Spin multiplicity: 1

Mulliken atomic charge list, values in e, 5 entries: atom 1 (C): -1.2187, atom 2 (C): -0.9229, atom 3 (C): 1.6926, atom 4 (C): -1.9567, atom 5 (C): -0.6324


The most stable of them is A.


## A
This record from OMol25 describes C2H4INO as an isolated structure. The level of theory is wB97M-V/def2-TZVPD.

Geometry (Å):
1 C 3.23347 -2.29939 -3.74673
2 C 1.50785 -0.91561 -0.70418
3 N 4.02884 -1.45730 -3.77504
4 O 1.40555 -1.16668 -1.88189
5 I 1.70098 -3.57861 -3.88938
6 H 0.94137 -0.29138 -0.05201
7 H 2.42136 -1.34235 -0.22061
8 H -2.15767 -0.27022 -1.00633
9 H -1.70393 -0.73643 -1.48867

Results
Molar mass (g mol⁻¹): 185.0
Frontier orbital gap (eV): 10.25
Total charge: 0
Spin multiplicity: 1

Mulliken atomic charge list, values in e, 5 entries: atom 1 (C): 0.0672, atom 2 (C): -0.1468, atom 3 (N): -0.3756, atom 4 (O): -0.3280, atom 5 (I): 0.3126


## B
This record from OMol25 describes a 2-piece molecular cluster, C2H4INO overall. The level of theory is wB97M-V/def2-TZVPD.

Geometry (Å):
1 C -1.24996 0.61096 -0.01750
2 C 1.10799 -0.98172 -0.00645
3 N -0.51134 1.55108 -0.13212
4 O -0.17675 -1.16019 0.06738
5 I -3.14572 -0.02277 0.02332
6 H 1.10702 0.07794 -0.06236
7 H 1.61846 -1.30954 -0.86335
8 H 1.64590 -1.20768 0.85299
9 H -0.39560 2.44193 0.13808

Results
Molar mass (g mol⁻¹): 185.0
Frontier orbital gap (eV): 8.40
Total charge: 0
Spin multiplicity: 1

Mulliken atomic charge list, values in e, 5 entries: atom 1 (C): 0.2349, atom 2 (C): -0.6028, atom 3 (N): -0.3557, atom 4 (O): -0.5356, atom 5 (I): 0.2594


## C
This record from OMol25 describes the molecule C2H4INO. The level of theory is wB97M-V/def2-TZVPD.

Geometry (Å):
1 H -1.17202 2.65624 0.74346
2 N -0.90648 1.68198 0.56187
3 C -1.33210 0.70695 1.14951
4 I -2.44745 0.69712 2.89082
5 O -0.97653 -0.61091 0.77591
6 C 0.30750 -0.81373 0.29344
7 H 0.72179 -1.40910 0.99777
8 H 0.79306 0.05452 0.27894
9 H 0.35463 -1.26986 -0.64668

Results
Molar mass (g mol⁻¹): 185.0
Frontier orbital gap (eV): 10.23
SMILES: [H]/N=C(\I)OC
Total charge: 0
Spin multiplicity: 1

Mulliken atomic charge list, values in e, 5 entries: atom 1 (H): 0.2756, atom 2 (N): -0.5874, atom 3 (C): 0.4167, atom 4 (I): 0.0744, atom 5 (O): -0.3557


The most stable of them is C.


## A
This record from OMol25 describes the molecule C2H4INO. The level of theory is wB97M-V/def2-TZVPD.

Geometry (Å):
1 H 0.53410 -2.09779 1.47920
2 N -0.21651 -1.44736 1.15573
3 C 0.15626 -0.54853 0.37140
4 I 2.18557 -0.55610 -0.51291
5 C -0.63074 0.58628 -0.09383
6 O -0.45497 0.90880 -1.47599
7 H -0.37587 1.38555 0.67214
8 H -1.74438 0.63866 0.08436
9 H 0.54654 1.13049 -1.68010

Results
Molar mass (g mol⁻¹): 185.0
Frontier orbital gap (eV): 10.03
SMILES: [H]/N=C(\I)CO
Total charge: 0
Spin multiplicity: 1

Mulliken atomic charge list, values in e, 5 entries: atom 1 (H): 0.2971, atom 2 (N): -0.5683, atom 3 (C): 0.3444, atom 4 (I): -0.0461, atom 5 (C): -0.3399


## B
This record from OMol25 describes a 2-piece molecular cluster, C2H4INO overall. The level of theory is wB97M-V/def2-TZVPD.

Geometry (Å):
1 C 0.37460 -0.28563 -0.02139
2 C -0.34584 0.92618 -0.21086
3 N -0.03869 -1.43556 -0.30159
4 O -1.58830 0.84554 -0.48744
5 I 2.51041 0.08858 0.20735
6 H -0.04036 1.88916 -0.07103
7 H 0.46775 0.13707 1.82869
8 H 0.67808 -2.17459 -0.40109
9 H -2.01766 0.00925 -0.54263

Results
Molar mass (g mol⁻¹): 185.0
Frontier orbital gap (spin up / spin down) (eV): 7.49 / 8.11
Total charge: 0
Spin multiplicity: 1

Mulliken atomic charge list, values in e, 5 entries: atom 1 (C): 0.2627, atom 2 (C): -0.3051, atom 3 (N): -0.7800, atom 4 (O): -0.4303, atom 5 (I): 0.0482


The most stable of them is A.